1.
# C8H19NO

A cluster of 2 separate species, C8H19NO in total (ωB97M-V with the def2-TZVPD basis set, OMol25).

Structure (XYZ):
```
29
Properties=species:S:1:pos:R:3:forces:R:3:mulliken_charge:R:1
C 2.778976 1.753586 0.104746 -1.014 -4.098 -3.098 -0.878
N 1.688854 2.010552 0.911084 -2.492 -0.218 2.175 -0.220
C 1.005143 0.884011 1.492969 1.351 2.015 0.801 0.684
C -0.182721 1.340303 2.381008 -0.978 -1.051 -0.535 -0.887
O 1.455687 -0.269704 1.453328 -1.167 2.496 -0.191 -0.613
H 3.223608 0.766376 0.308776 -0.567 0.031 0.394 0.295
H 2.363743 1.567416 -0.941265 1.342 0.926 0.602 0.159
H 3.591653 2.334409 0.259092 2.178 2.697 -0.189 0.452
H 1.353808 3.015624 0.898354 -0.006 -2.315 0.405 0.257
H -0.533180 2.403799 2.380183 0.426 -0.850 -0.996 0.341
H 0.101662 1.259208 3.435133 0.010 -0.783 -0.178 0.318
H -1.027913 0.611124 2.097809 1.006 1.241 0.880 0.089
C -2.583473 -1.982098 0.755735 0.498 1.500 -1.599 -0.777
C -1.069207 -1.939612 0.247096 0.024 -2.223 1.273 -0.297
C -1.223516 -0.963200 -0.902775 1.603 -0.055 1.063 -0.473
C 0.104332 -0.842528 -1.626736 0.533 -0.554 -2.147 -0.343
C 0.209117 0.221647 -2.678536 -0.689 0.307 -2.265 -1.435
H -2.736538 -0.836300 0.913818 -0.473 -1.860 -0.539 0.160
H -2.988249 -2.296215 -0.394989 -0.598 0.303 4.184 0.241
H -2.957242 -2.385169 1.760601 0.703 -0.430 -1.941 0.300
H -0.734973 -3.007511 -0.200501 -0.671 2.326 1.173 0.276
H -0.320274 -1.607124 1.029200 -0.879 -0.517 -0.976 0.158
H -2.165672 -1.374062 -1.288306 0.748 1.059 -1.684 0.474
H -1.389739 0.028408 -0.451222 -0.419 -0.137 -0.292 0.148
H 0.503387 -1.730593 -2.137155 -0.663 -0.446 0.458 0.405
H 0.875475 -0.586120 -0.971662 0.947 0.015 1.890 0.156
H 0.043099 1.184618 -2.264811 -1.144 1.071 0.551 0.365
H 1.226663 0.499116 -3.130188 -1.182 -1.561 0.223 0.351
H -0.612511 -0.059961 -3.440785 1.570 1.110 0.557 0.296
```
Forces are in eV/Å.

Properties
HOMO energy (eV): -9.6
Maximum force (eV/Å): 5.2
Calculated total energy (eV): -12138.8251
Frontier orbital gap (eV): 10.38
Total charge: 0
E_LUMO (eV): 0.74

2.
# C8H19NO

A cluster of 2 separate species, C8H19NO in total (ωB97M-V with the def2-TZVPD basis set, OMol25).

Structure (XYZ):
```
29
Properties=species:S:1:pos:R:3:forces:R:3:mulliken_charge:R:1
C -0.685325 -2.082922 2.004216 -0.517 0.232 -0.051 0.354
C -1.399284 -0.740981 2.098161 -0.201 1.157 0.923 -1.161
C -0.274701 -2.610875 3.378356 -0.353 0.042 -0.375 -1.425
H 0.230858 -1.983478 1.434754 0.258 0.006 -0.375 -0.180
H -1.332383 -2.790347 1.468550 0.244 -0.054 0.214 0.326
H -0.738043 0.127862 2.197667 0.416 -0.212 -0.094 0.291
H -2.141481 -0.421133 1.373459 -0.009 -0.572 -0.670 0.322
H -1.142442 -2.935019 3.946841 -0.067 -0.054 0.055 0.377
H -1.966381 -0.666281 3.025120 -0.093 -0.323 0.211 0.415
H 0.230023 -1.841776 3.959351 0.145 0.022 -0.015 0.346
H 0.384594 -3.454318 3.228311 0.205 -0.248 0.265 0.397
C -0.605519 2.028327 -1.228659 -0.853 -1.662 1.280 -0.164
C -1.862748 1.817258 -2.061272 -0.051 0.641 -0.947 -1.294
C -0.507591 -0.547274 -1.104126 0.577 1.748 1.000 -1.088
C 2.430767 -0.360116 -0.508064 -0.894 -0.052 -0.189 -0.788
C 1.563559 0.765817 -0.997190 1.375 0.715 0.233 0.596
O 2.016866 1.683605 -1.616743 -0.451 -0.138 0.093 -0.426
N 0.100542 0.783638 -0.779709 0.171 -0.777 -2.815 0.451
H 0.109107 2.662778 -1.724359 0.177 0.351 0.333 0.363
H -0.948921 2.367015 -0.243548 0.223 0.755 0.007 0.293
H -1.624003 1.676590 -3.125903 0.038 -0.092 0.322 0.350
H -2.412924 2.765464 -2.002721 0.116 -0.209 -0.035 0.379
H -0.046224 -1.258266 -0.435584 -0.433 -0.362 0.107 0.216
H 2.793864 -0.903693 -1.378567 0.101 0.030 -0.073 0.336
H -2.566737 1.043820 -1.773227 0.117 -0.016 0.312 0.427
H -1.563143 -0.371303 -0.999457 -0.275 -0.791 0.065 0.373
H -0.225907 -0.779479 -2.130009 -0.093 0.026 -0.285 0.421
H 3.275617 0.061366 0.020765 0.108 0.113 0.067 0.370
H 1.883486 -1.045954 0.112734 0.018 -0.276 0.436 0.119
```
Forces are in eV/Å.

Properties
HOMO energy (spin up / spin down) (eV): -14.7 / -14.7
Maximum force (eV/Å): 2.9
Calculated total energy (eV): -12132.6525
Frontier orbital gap (spin up / spin down) (eV): 11.36 / 6.82
Total charge: +1
Multiplicity: 2
E_LUMO (spin up / spin down) (eV): -3.32 / -7.87

3.
# C8H19NSi

An isolated molecule of C8H19NSi (ωB97M-V with the def2-TZVPD basis set, OMol25).

Structure (XYZ):
```
29
Properties=species:S:1:pos:R:3:forces:R:3:mulliken_charge:R:1
C -2.573553 0.664811 1.069697 -0.697 -0.545 -0.194 -1.078
Si -0.931387 1.192049 0.408182 -0.023 -1.274 0.302 0.414
C -1.106973 2.020532 -1.265975 -0.102 -0.586 -0.002 -1.145
C -0.215290 2.306141 1.712796 0.155 0.279 0.233 -1.139
N 0.071326 -0.342122 0.362223 -0.905 2.581 0.954 0.172
C -0.531216 -1.315871 -0.541268 0.732 -0.210 -0.385 -0.523
C 0.365869 -2.550909 -0.678985 0.144 -0.367 -0.829 -0.736
C 1.826148 -2.088265 -0.992010 -0.074 -2.062 0.567 -0.764
C 2.364601 -1.156460 0.073777 -0.106 0.687 0.487 -0.688
C 1.478247 0.088861 0.118884 -0.909 -0.961 -1.422 -0.745
H -3.124958 -0.012637 0.376789 0.222 0.583 0.479 0.313
H -2.320683 0.079611 1.955892 -0.176 -0.075 0.139 0.283
H -3.221076 1.495555 1.388660 0.153 -0.252 -0.247 0.352
H -1.335785 3.069190 -1.122738 -0.288 0.238 -0.082 0.396
H -0.147367 1.979103 -1.748163 0.602 0.094 -0.414 0.358
H -1.821657 1.536711 -1.958544 0.181 0.314 0.508 0.307
H 0.623547 2.911216 1.374708 0.125 0.049 0.001 0.339
H 0.135690 1.654251 2.518881 0.033 0.089 0.010 0.342
H -0.956284 2.994179 2.149795 0.110 -0.262 -0.268 0.353
H -1.544979 -1.593973 -0.198377 0.520 0.192 0.030 0.212
H -0.645483 -0.872144 -1.552659 -0.034 -0.226 0.018 0.322
H 0.339250 -3.199797 0.206827 0.049 0.410 0.051 0.350
H -0.045172 -3.188628 -1.507621 0.492 0.540 0.540 0.335
H 2.516109 -2.968805 -1.082947 -0.693 0.503 0.164 0.280
H 1.828288 -1.659821 -1.973568 0.058 0.698 -0.587 0.340
H 2.292855 -1.621186 1.073199 0.092 -0.031 -0.384 0.301
H 3.419898 -0.913335 -0.099773 -0.191 0.054 -0.048 0.357
H 1.776951 0.885556 0.783679 0.053 -0.249 0.823 0.403
H 1.483083 0.606188 -0.851361 0.476 -0.212 -0.440 0.289
```
Forces are in eV/Å.

Properties
HOMO energy (eV): -8.4
Maximum force (eV/Å): 2.9
Calculated total energy (eV): -17973.1374
Frontier orbital gap (eV): 9.38
Total charge: 0
E_LUMO (eV): 0.98

4.
# C8H19NSi

A cluster of 2 separate species, C8H19NSi in total (ωB97M-V with the def2-TZVPD basis set, OMol25).

Structure (XYZ):
```
29
Properties=species:S:1:pos:R:3:forces:R:3:mulliken_charge:R:1
C -2.704360 -1.817600 -0.175337 -0.309 1.077 0.806 -0.667
C -1.550213 -1.816561 -0.792258 -0.064 0.211 0.286 0.406
C -1.058920 -2.743367 -1.810014 -1.904 -0.909 -0.895 -1.108
C -0.294638 0.946764 -2.327814 0.151 -2.982 1.299 -0.947
C -1.227956 1.412817 1.601275 -1.544 0.132 1.257 -1.063
C 0.516045 0.780589 2.936069 -1.789 -1.021 0.730 -1.113
C 2.851149 0.191961 0.409813 -1.469 1.172 4.017 -1.104
C 0.592447 1.538188 -1.230878 -3.506 -1.206 1.406 -0.536
N 0.138420 1.023483 1.566967 1.728 -0.130 -0.508 0.262
Si 1.002141 0.270863 0.139172 -1.731 1.327 0.633 -0.062
H -2.975018 -1.010506 0.555132 0.110 -1.123 -0.676 0.132
H -3.424266 -2.616905 -0.421092 0.065 0.459 0.180 0.284
H -0.665018 -3.600805 -1.298334 0.222 -0.703 0.149 0.333
H -0.263619 -2.346104 -2.380429 0.688 0.498 -0.879 0.265
H -1.941121 -3.092407 -2.515669 1.711 0.658 1.257 0.305
H 0.269164 0.460129 -3.153537 -0.288 -0.372 0.809 0.277
H -1.098691 0.252217 -1.807165 1.711 1.043 -1.429 0.067
H -0.821494 1.665500 -2.821160 -1.595 2.306 -1.239 0.433
H -1.988484 0.613336 1.733137 0.562 -0.147 -0.006 0.343
H -1.446779 2.100433 2.482509 0.460 -0.558 -1.151 0.379
H -1.525363 1.927879 0.741924 -0.426 0.841 -1.544 0.327
H -0.168569 1.386712 3.580763 0.802 -0.566 -0.250 0.346
H 0.311051 -0.274279 3.154591 0.031 -0.053 0.539 0.347
H 1.495089 0.985940 3.253399 1.645 0.417 -0.156 0.318
H 3.105698 -0.495090 1.233864 -0.201 0.206 -0.069 0.287
H 3.373465 -0.171387 -0.378717 1.564 -0.566 -2.723 0.405
H 3.140918 1.215235 0.780458 0.063 -0.853 -0.717 0.310
H -0.122729 2.245645 -0.706695 1.199 -0.433 -0.351 0.190
H 1.383374 2.066282 -1.614426 2.113 1.276 -0.776 0.582
```
Forces are in eV/Å.

Properties
HOMO energy (spin up / spin down) (eV): -8.0 / -6.7
Maximum force (eV/Å): 4.4
Calculated total energy (eV): -17966.8832
Frontier orbital gap (spin up / spin down) (eV): 7.88 / 6.73
Total charge: 0
E_LUMO (spin up / spin down) (eV): -0.16 / 0.02

5.
# C8H19NSi2

An isolated molecule of C8H19NSi2 (ωB97M-V with the def2-TZVPD basis set, OMol25).

Structure (XYZ):
```
30
Properties=species:S:1:pos:R:3:forces:R:3:mulliken_charge:R:1
C -0.501458 1.108298 -3.007260 -2.321 1.131 0.556 -1.234
C -0.422492 -0.271337 -2.452231 1.329 1.683 1.034 -0.398
C -0.058474 -0.548250 -1.189395 -2.225 -0.127 0.505 0.816
C -0.121069 -2.029362 -0.907342 1.558 0.270 0.512 -1.421
Si -0.035980 0.559074 0.389780 -3.067 0.720 -0.656 0.122
N -1.932229 0.319273 0.996853 3.464 0.148 -2.109 -0.195
Si -3.336405 -0.009304 0.047821 -0.097 -1.107 0.818 0.156
C 1.171171 -0.065054 1.738595 0.118 1.286 -0.430 0.536
C 0.475272 -0.752683 2.918694 4.889 -1.850 -2.464 -1.364
C 2.512272 0.176110 1.678843 -1.864 -0.674 -0.507 -0.127
C 3.149828 1.086854 0.668328 0.628 -1.424 -0.017 -1.427
H -1.376622 1.097376 -3.686658 0.275 0.235 0.150 0.369
H -0.735487 1.974166 -2.262021 0.830 -1.714 -1.145 0.200
H 0.326750 1.313057 -3.641140 0.911 0.494 -0.387 0.382
H -0.509414 -1.057042 -3.197674 -0.266 -0.143 0.190 0.236
H -0.339697 -2.487851 -1.834626 -0.402 -0.911 -0.772 0.373
H 0.926830 -2.181934 -0.732777 0.727 -1.175 0.497 0.405
H -0.690637 -2.507659 -0.107903 -0.179 0.710 0.103 0.279
H 0.011219 2.113593 0.005605 0.290 -1.645 0.524 -0.198
H -1.993896 0.601932 1.933300 -0.456 0.372 1.367 0.211
H -3.600481 -1.606614 0.176526 -0.019 1.786 -0.467 -0.093
H -2.976724 0.372547 -1.382988 -0.633 -0.199 0.710 -0.106
H -4.570600 0.727897 0.708957 1.086 -0.644 -0.874 -0.127
H 1.257705 -0.856204 3.662942 -0.215 -0.299 0.486 0.438
H -0.266048 -0.183309 3.234548 -3.479 2.398 1.645 0.383
H 0.143005 -1.703246 2.567111 -0.568 -0.830 0.172 0.300
H 3.098031 -0.445096 2.347279 0.458 0.493 0.298 0.324
H 2.490030 1.795619 0.306390 -1.629 1.730 -0.259 0.385
H 4.035300 1.592805 0.963647 0.685 0.476 0.965 0.425
H 3.474558 0.661575 -0.262624 0.172 -1.191 -0.445 0.348
```
Forces are in eV/Å.

Properties
HOMO energy (eV): -8.8
Maximum force (eV/Å): 5.8
Calculated total energy (eV): -25847.3459
Frontier orbital gap (eV): 9.68
Total charge: 0
E_LUMO (eV): 0.86

6.
# C8H19O3S2

A cluster of 2 separate species, C8H19O3S2 in total (ωB97M-V with the def2-TZVPD basis set, OMol25).

Structure (XYZ):
```
32
Properties=species:S:1:pos:R:3:forces:R:3:mulliken_charge:R:1
C -2.572717 -3.563413 -2.071466 -0.420 -0.088 0.546 -0.976
C -2.256240 -4.248362 -0.702315 0.299 0.555 -0.307 -0.603
C -1.569763 -3.299862 0.312025 -0.505 -0.377 0.797 -0.634
C -2.514417 -2.132822 0.778675 0.607 -1.978 -1.473 -0.399
O -1.835260 -0.865919 0.461092 0.301 0.820 2.242 -0.224
S -1.421766 0.022085 1.779967 -0.897 1.255 -1.518 0.155
H -2.135522 -2.554078 -2.146649 0.071 -0.417 -0.038 0.255
H -3.661493 -3.430640 -2.184437 0.414 -0.117 -0.151 0.297
H -2.203480 -4.193472 -2.890905 -0.184 0.384 0.145 0.321
H -1.581993 -5.095667 -0.893477 -0.241 0.218 0.282 0.366
H -3.172260 -4.645955 -0.237492 0.299 0.017 -0.218 0.340
H -0.631489 -2.887138 -0.085989 -0.344 -0.028 0.019 0.360
H -1.312363 -3.902866 1.201642 0.089 0.288 -0.314 0.342
H -3.400027 -2.182119 0.126132 0.156 0.537 0.507 0.236
H -2.789466 -2.229204 1.837634 0.027 0.343 -0.325 0.454
H -0.050872 0.240926 1.684800 -0.016 -0.963 0.313 0.370
H -1.717882 -0.672619 2.926378 0.858 -0.397 -0.597 0.302
C 2.256299 3.123117 -1.288218 -0.128 -0.003 0.060 -0.550
C 1.702085 4.149561 -0.293840 0.043 0.057 -0.114 -0.682
C 1.522450 3.435190 1.050185 -0.304 0.315 -0.085 -0.421
S 2.739765 2.117825 1.080910 0.721 0.724 -0.037 1.147
O 2.047511 0.840105 1.084070 -0.575 -0.273 0.294 -0.657
O 3.754610 2.424705 2.054775 -0.384 -0.459 -0.002 -0.650
C 3.386011 2.405778 -0.557087 -0.068 -0.044 -0.445 -0.713
H 2.610548 3.596001 -2.202866 -0.001 -0.035 0.019 0.339
H 1.473214 2.409463 -1.559146 0.054 -0.003 -0.040 0.277
H 2.414422 4.969324 -0.181381 -0.016 -0.036 0.020 0.305
H 0.762104 4.579370 -0.638523 0.028 0.005 0.040 0.347
H 1.697525 4.100954 1.892525 0.031 -0.176 0.094 0.364
H 0.533364 2.984016 1.134194 0.047 -0.032 0.014 0.165
H 3.665684 1.458734 -1.014318 0.037 -0.040 0.154 0.399
H 4.261419 3.046984 -0.456898 -0.001 -0.053 0.117 0.367
```
Forces are in eV/Å.

Properties
HOMO energy (eV): -13.4
Maximum force (eV/Å): 2.5
Calculated total energy (eV): -36407.3382
Frontier orbital gap (eV): 8.62
Total charge: +1
E_LUMO (eV): -4.74

7.
# C8H20AlO4

A structure of composition C8H20AlO4 (ωB97M-V with the def2-TZVPD basis set, OMol25).

Structure (XYZ):
```
33
Properties=species:S:1:pos:R:3:forces:R:3:mulliken_charge:R:1
Al 0.939739 1.022119 1.144925 1.047 -0.405 -0.445 1.125
C 1.807815 -1.337937 -1.669649 -1.140 -1.387 -0.683 -0.582
O 2.260562 -0.345992 -0.774484 0.389 0.657 0.242 -0.221
C 3.659967 -0.139235 -0.836099 0.718 0.507 -0.743 -0.395
C 4.271088 -0.111468 0.568975 -1.543 -0.326 0.762 -0.554
O 3.674450 0.982932 1.277455 0.277 -0.117 0.358 -0.201
C 4.628018 2.032167 1.532511 0.351 0.279 -0.807 -0.685
H 0.719908 -1.390129 -1.590690 0.113 0.231 -0.022 -0.041
H 2.155932 -2.359350 -1.454928 0.317 0.328 0.357 0.414
H 2.053248 -1.161091 -2.723052 0.217 0.481 0.239 0.394
H 3.886009 0.834599 -1.298948 -0.331 0.109 0.212 0.283
H 4.149551 -0.848924 -1.504355 -0.086 -0.464 0.413 0.508
H 5.356913 -0.113197 0.593494 0.052 0.332 -0.259 0.502
H 3.882298 -0.971392 1.123969 0.267 -0.336 -0.227 0.249
H 5.010169 2.373578 0.557254 -0.054 0.183 0.176 0.357
H 5.492753 1.609021 2.054027 -0.193 0.023 0.253 0.334
H 4.176700 2.857952 2.070817 -0.151 -0.173 0.106 0.282
C -5.458956 -0.023158 -1.040782 -0.160 -0.568 0.008 -0.568
O -4.644427 -0.721116 -0.098077 0.224 0.633 0.995 -0.167
C -4.261055 -0.014027 1.021097 -0.909 -1.051 -0.527 -0.374
C -2.874633 0.690613 0.803531 3.080 1.122 -0.396 -0.367
O -1.757639 -0.180037 0.765404 -1.555 -0.234 0.718 -0.186
C -1.864226 -1.237502 -0.181466 0.772 0.257 -0.916 -0.699
H -5.498368 -0.619348 -1.948080 0.002 -0.027 0.047 0.296
H -5.116132 1.001711 -1.224857 -0.098 0.051 0.238 0.365
H -6.448420 -0.043483 -0.538484 -0.086 0.346 -0.383 0.362
H -4.137475 -0.684951 1.873997 0.112 -0.227 -0.121 0.355
H -4.942421 0.807428 1.268227 0.064 0.235 -0.200 0.427
H -2.702657 1.390306 1.622438 -0.262 -0.294 0.279 0.368
H -2.789591 1.288063 -0.114039 -1.106 -0.223 -0.293 0.418
H -0.891895 -1.722785 -0.247177 -0.098 -0.140 0.236 0.245
H -2.137408 -0.875635 -1.173162 -0.091 0.122 0.048 0.430
H -2.599805 -1.989718 0.140223 -0.136 0.074 0.336 0.324
```
Forces are in eV/Å.

Properties
HOMO energy (eV): -19.3
Maximum force (eV/Å): 3.3
Calculated total energy (eV): -23369.0654
Frontier orbital gap (eV): 2.35
Total charge: +3
E_LUMO (eV): -16.92

Question: Number 3 is which compound?
Answer: C8H19NSi